ORCA calculation (the ωB97M-V functional and the def2-TZVPD basis) on a molecular structure, C4H4N4.

```
! wB97M-V def2-TZVPD RIJCOSX def2/J DEFGRID3
* xyz 0 1
N -0.75816 1.62777 0.91214
N -1.44803 0.67341 0.30775
N 0.99481 -1.67827 1.32971
N -1.03486 -1.15208 -1.07468
C 0.50706 1.49012 0.69587
C 0.81698 0.35655 -0.25012
C 0.95429 -0.81457 0.57483
C -0.60774 -0.06968 -0.39454
H -0.49198 -1.88907 -1.43032
H 1.26166 2.25223 0.70543
H 1.65409 0.65271 -0.82786
H -1.84813 -1.44911 -0.54820
*
```

* E_HOMO: -9.2435 eV
* frontier orbital gap: 9.3 eV

ORCA calculation (the ωB97M-V functional and the def2-TZVPD basis) on a molecular structure, BrClI2Si.

```
! wB97M-V def2-TZVPD RIJCOSX def2/J DEFGRID3
* xyz 0 1
I 2.19658 1.09478 0.00698
I -2.14826 1.39968 0.25685
Br 0.23708 -1.06105 -1.89770
Cl -0.25576 -1.42737 1.57993
Si -0.02964 -0.00604 0.05394
*
```

* E_HOMO: -9.9885 eV
* frontier orbital gap: 8.7 eV

ORCA calculation (the ωB97M-V functional and the def2-TZVPD basis) on 2 unconnected molecules or ions with the total composition C2HClFO2.

```
! wB97M-V def2-TZVPD RIJCOSX def2/J DEFGRID3
* xyz -1 1
Cl 2.24315 1.34188 0.05758
F 0.50148 -0.24370 1.56008
O -1.95809 1.11364 -0.56404
O -1.81622 -1.15922 -0.53976
C -1.85288 -0.02763 -0.59313
C 1.04058 -0.07491 0.12205
H 1.84199 -0.95007 -0.04278
*
```

* E_HOMO: -2.4582 eV
* frontier orbital gap: 6.2 eV

ORCA calculation (the ωB97M-V functional and the def2-TZVPD basis) on a molecular structure, C6H13MgO3.

```
! wB97M-V def2-TZVPD RIJCOSX def2/J DEFGRID3
* xyz 0 2
Mg 0.10945 0.80974 -0.79362
O -1.91490 0.47847 -0.28333
O 0.00662 -1.40961 0.52885
O 2.11648 0.82575 -0.26443
C 1.14940 -1.37945 -0.38340
C -1.25363 -1.81462 0.06611
C 3.25190 1.63740 -0.12505
C -2.81290 1.54518 -0.02966
C 2.24813 -0.55757 0.16605
C -2.25644 -0.72868 0.38917
H 1.43168 -2.43227 -0.52253
H -3.58469 1.55346 -0.81205
H -3.26854 -1.04118 0.08831
H 2.23386 -0.50607 1.27262
H 2.99676 2.66029 -0.43016
H 3.56683 1.65634 0.93119
H -2.23904 -0.52114 1.47223
H -3.23124 1.45534 0.98390
H 2.51554 -1.22066 -1.00865
H -1.55674 -2.72683 0.60269
H -1.26249 -2.05486 -1.00953
H 4.05545 1.25785 -0.77637
H -2.30151 2.51313 -0.06234
*
```

* <S²>: 0.7509
* E_HOMO (spin up / spin down): -4.8736 / -7.1289 eV
* frontier orbital gap (spin up / spin down): 5.5 / 7.3 eV

Looking at largest force on an atom for the records above, in order, we have 2.992; 1.573; 3.201; 3.899 eV/A.
Looking at energy above the lowest of the compared OMol25 structures with the same formula, charge and spin for the records above, in order, we have 67.8; 0.0; 40.9; 120.9 kcal/mol.
Looking at total energy for the records above, in order, we have -373.736809; -3919.250495; -787.350136; -661.993406 hartree.